The following is a quantum chemistry calculation of one molecule with the formula C19H29N3O4, from the Open Molecules 2025 dataset.

Calculated values
SMILES string: CCOC(=O)c1c(C)c(C(=O)NCCCN2CCCC2=O)c(C)n1CC
Lowest unoccupied orbital energy, eV: 0.639
Total charge: 0
ΔE to the lowest compared entry with this formula, charge and spin, kcal per mole: 1.23

Cartesian coordinates (Å):
C  -5.62  -0.10  -4.01
C  -4.29  0.55  -4.34
O  -3.50  0.59  -3.15
C  -2.28  1.16  -3.27
O  -1.89  1.60  -4.33
C  -1.56  1.16  -2.01
C  -1.99  0.71  -0.77
C  -3.30  0.12  -0.41
C  -0.91  0.91  0.12
C  -0.89  0.54  1.55
O  -1.87  0.60  2.28
N  0.32  0.11  1.99
C  0.50  -0.40  3.32
C  0.31  -1.92  3.40
C  1.20  -2.68  2.41
N  2.60  -2.39  2.57
C  3.38  -2.94  3.65
C  4.83  -2.66  3.23
C  4.70  -1.44  2.32
C  3.28  -1.51  1.81
O  2.81  -0.88  0.88
C  0.13  1.50  -0.61
C  1.45  1.97  -0.12
N  -0.27  1.63  -1.89
C  0.52  2.22  -2.95
C  0.23  3.71  -3.10
H  -6.23  -0.14  -4.90
H  -5.45  -1.11  -3.64
H  -6.13  0.47  -3.24
H  -4.42  1.57  -4.71
H  -3.75  -0.02  -5.11
H  -3.35  -0.02  0.67
H  -4.11  0.77  -0.72
H  -3.44  -0.84  -0.91
H  1.06  -0.08  1.33
H  -0.25  0.08  3.96
H  1.50  -0.13  3.67
H  -0.73  -2.16  3.17
H  0.52  -2.26  4.42
H  0.93  -2.39  1.39
H  1.05  -3.75  2.52
H  3.17  -4.01  3.76
H  3.13  -2.44  4.60
H  5.48  -2.49  4.09
H  5.22  -3.51  2.67
H  5.42  -1.44  1.50
H  4.82  -0.51  2.87
H  1.38  2.21  0.94
H  1.77  2.87  -0.65
H  2.21  1.20  -0.24
H  0.27  1.71  -3.88
H  1.58  2.04  -2.72
H  -0.79  3.85  -3.42
H  0.90  4.14  -3.85
H  0.38  4.23  -2.15

The following is a quantum chemistry calculation of C12H19Cl3MoO3 as an isolated structure in a non-equilibrium geometry, from the Open Molecules 2025 dataset.

Calculated values
Lowest unoccupied orbital energy (alpha / beta), eV: -3.762 / -3.308
Total charge: 0

Cartesian coordinates (Å):
C  -0.44  0.25  -2.75
C  -1.14  1.50  -2.40
C  -1.86  1.25  -1.20
C  -1.04  2.79  -3.12
C  -1.57  -0.08  -0.74
C  -0.72  -0.72  -1.68
C  -0.15  -2.09  -1.58
C  0.71  0.25  -3.55
C  -2.93  2.12  -0.64
C  -2.18  -0.73  0.46
Mo  0.41  1.02  -0.87
Cl  2.46  2.29  -2.51
Cl  1.03  0.06  1.19
Cl  0.14  3.18  0.10
H  -0.11  2.84  -3.68
H  -1.02  3.63  -2.42
H  -1.89  2.92  -3.80
H  -2.61  3.16  -0.52
H  -3.24  1.75  0.35
H  -3.81  2.11  -1.30
H  -2.41  0.01  1.24
H  -1.49  -1.46  0.90
H  -3.10  -1.25  0.20
H  -0.45  -2.60  -0.67
H  0.95  -2.03  -1.56
H  -0.44  -2.69  -2.45
H  0.80  1.03  -4.29
H  1.16  -0.72  -3.73
H  2.68  0.15  -2.11
O  2.36  -0.44  -1.39
H  2.87  -0.21  -0.61
C  0.08  -4.46  3.49
C  0.36  -3.72  2.20
O  -0.63  -3.50  1.45
O  1.57  -3.39  2.05
H  -0.85  -5.02  3.45
H  0.00  -3.74  4.31
H  0.90  -5.13  3.74

The following is a quantum chemistry calculation of an isolated ion of composition C4H9N2O and charge +1 in a non-equilibrium geometry, from the Open Molecules 2025 dataset.

Calculated values
Lowest unoccupied orbital energy (alpha / beta), eV: -3.306 / -8.125
Total charge: +1
ΔE to the lowest compared entry with this formula, charge and spin, kcal per mole: 60.26
Spin multiplicity: 3

Cartesian coordinates (Å):
C  0.90  0.04  0.00
C  -1.25  -1.31  0.20
C  -1.98  -0.05  0.38
C  1.28  1.45  0.00
N  -0.25  -0.34  0.49
N  1.83  -0.94  -0.35
O  -2.36  0.96  -0.43
H  -1.54  -2.23  0.75
H  -1.32  -1.73  -0.83
H  -2.18  0.19  1.41
H  1.74  1.66  0.87
H  2.03  1.65  -0.76
H  0.45  2.06  -0.07
H  2.70  -0.59  -0.62
H  1.70  -1.76  0.12
H  -1.76  0.93  -1.17

The following is a quantum chemistry calculation of C21H18IN4O2Pd as an isolated structure, from the Open Molecules 2025 dataset.

Calculated values
Lowest unoccupied orbital energy, eV: -12.870
Total charge: +3
ΔE to the lowest compared entry with this formula, charge and spin, kcal per mole: 0.00

Cartesian coordinates (Å):
Pd  -1.28  2.06  -0.05
C  2.90  4.22  -1.36
C  1.90  3.97  -2.39
N  2.05  4.22  -3.64
C  1.42  3.64  -4.60
C  0.74  2.34  -4.37
C  0.59  1.52  -5.61
O  -0.22  0.41  -5.45
C  0.20  2.22  -3.12
C  -0.85  1.22  -2.86
N  -1.62  1.12  -1.84
C  -2.72  0.19  -1.94
C  -3.22  -0.21  -3.18
C  -4.24  -1.14  -3.27
C  -4.79  -1.69  -2.12
C  -4.35  -1.27  -0.87
C  -3.34  -0.33  -0.80
I  -2.83  0.41  1.09
C  0.61  3.21  -2.07
O  0.11  3.33  -0.97
H  3.86  4.50  -1.78
H  2.97  3.38  -0.66
H  2.51  5.06  -0.75
H  1.30  4.17  -5.54
H  1.62  1.25  -5.89
H  0.23  2.19  -6.41
H  -0.25  -0.11  -6.26
H  -1.00  0.54  -3.69
H  -2.85  0.25  -4.09
H  -4.62  -1.43  -4.24
H  -5.58  -2.42  -2.19
H  -4.81  -1.66  0.02
N  -1.09  4.38  3.37
C  -1.67  3.95  2.26
N  -0.96  2.99  1.69
C  0.17  2.78  2.49
C  1.22  1.87  2.38
C  2.18  1.90  3.36
C  2.10  2.81  4.44
C  1.06  3.70  4.56
C  0.09  3.66  3.56
H  -1.45  5.10  3.98
H  -2.61  4.34  1.89
H  1.26  1.15  1.57
H  3.01  1.21  3.33
H  2.88  2.80  5.19
H  0.99  4.39  5.40

The following is a quantum chemistry calculation of a 2-piece molecular cluster, C2H10N2O overall in a non-equilibrium geometry, from the Open Molecules 2025 dataset.

Calculated values
SMILES string: NCN.CO
Lowest unoccupied orbital energy, eV: 0.671
Total charge: 0
ΔE to the lowest compared entry with this formula, charge and spin, kcal per mole: 20.35

Cartesian coordinates (Å):
N  -1.10  -0.84  -0.24
C  -1.52  0.26  0.60
N  -1.68  1.65  0.08
H  -0.16  -0.80  -0.64
H  -1.79  -1.00  -0.97
H  -0.83  0.37  1.43
H  -2.51  0.04  0.99
H  -2.23  1.67  -0.78
H  -0.78  1.94  -0.31
C  2.14  -0.75  0.30
O  1.54  -0.33  -0.94
H  3.06  -0.21  0.52
H  2.37  -1.80  0.09
H  1.47  -0.61  1.15
H  2.02  0.42  -1.28

The following is a quantum chemistry calculation of a 3-piece molecular cluster, C6H12Cl6 overall, from the Open Molecules 2025 dataset.

Calculated values
SMILES string: ClCCCl.ClCCCl.ClCCCl
Lowest unoccupied orbital energy, eV: 0.679
Total charge: 0
ΔE to the lowest compared entry with this formula, charge and spin, kcal per mole: 3.69

Cartesian coordinates (Å):
Cl  -21.25  -6.78  -1.89
C  -21.00  -7.52  -3.48
C  -20.33  -8.85  -3.33
Cl  -20.20  -9.62  -4.92
H  -20.38  -6.88  -4.10
H  -21.96  -7.63  -3.97
H  -20.88  -9.51  -2.66
H  -19.32  -8.76  -2.92
Cl  -24.98  -11.56  -0.96
C  -23.64  -12.69  -0.59
C  -22.33  -12.14  -1.04
Cl  -22.19  -12.16  -2.83
H  -23.87  -13.63  -1.10
H  -23.68  -12.84  0.48
H  -21.50  -12.73  -0.65
H  -22.20  -11.10  -0.74
Cl  -20.88  -7.28  -7.48
C  -21.56  -5.70  -6.98
C  -20.47  -4.65  -7.01
Cl  -21.16  -3.04  -6.72
H  -21.92  -5.84  -5.96
H  -22.40  -5.47  -7.63
H  -19.95  -4.64  -7.96
H  -19.76  -4.87  -6.22

no.,DFT total energy (eV)
1,-32836.346
2,-58316.760
3,-9308.104
4,-43676.267
5,-7263.040
6,-81551.849